No. 1
Entry from the Open Molecules 2025 dataset: C41H63AsGeO3P3RbS4Se as an isolated structure (ωB97M-V/def2-TZVPD).

XYZ file:
```
118
Properties=species:S:1:pos:R:3:mulliken_charge:R:1
Rb 1.152 -0.172 -0.527 -0.639
S 5.668 -0.414 -0.487 -0.634
As 4.369 -1.335 -1.935 0.530
S 2.996 -2.678 -0.809 -0.462
S 3.194 0.287 -2.889 -0.590
S 5.315 -2.464 -3.483 -0.653
O -0.146 -0.836 1.724 0.403
P -1.200 -1.869 1.852 0.553
C -2.392 -1.778 0.471 -1.293
P -2.644 -0.074 -0.125 -0.003
O -1.510 0.462 -0.918 0.586
C -2.987 0.961 1.310 0.560
C -2.000 1.885 1.641 -0.088
C -2.160 2.694 2.758 -0.381
C -3.294 2.576 3.545 -0.720
C -4.280 1.650 3.220 -0.806
C -4.128 0.847 2.104 -0.297
C -4.127 -0.209 -1.157 0.431
C -5.306 -0.839 -0.761 -0.380
C -6.382 -0.915 -1.630 -0.819
C -6.282 -0.372 -2.905 -0.452
C -5.108 0.244 -3.309 -0.637
C -4.031 0.328 -2.438 -0.644
C -2.202 -1.600 3.340 1.064
C -3.418 -2.224 3.613 -0.609
C -4.117 -1.915 4.769 -0.972
C -3.610 -0.974 5.657 -0.683
C -2.407 -0.340 5.384 -0.322
C -1.705 -0.651 4.228 -0.602
C -0.587 -3.555 1.864 0.745
C -1.302 -4.647 2.365 -0.580
C -0.771 -5.919 2.251 -0.757
C 0.466 -6.110 1.636 -0.539
C 1.179 -5.030 1.147 -0.519
C 0.655 -3.747 1.266 0.308
H -3.347 -2.226 0.753 0.716
H -1.995 -2.335 -0.383 0.712
H -1.100 1.958 1.043 0.261
H -1.385 3.406 3.008 0.529
H -3.413 3.203 4.420 0.407
H -5.160 1.549 3.842 0.428
H -4.897 0.124 1.863 0.160
H -5.390 -1.286 0.223 0.217
H -7.295 -1.406 -1.318 0.400
H -7.121 -0.441 -3.587 0.367
H -5.022 0.653 -4.307 0.442
H -3.100 0.792 -2.740 0.508
H -3.835 -2.947 2.921 0.372
H -5.061 -2.405 4.976 0.367
H -4.160 -0.730 6.558 0.377
H -2.017 0.407 6.064 0.475
H -0.779 -0.145 3.978 0.127
H -2.257 -4.511 2.858 0.225
H -1.320 -6.767 2.644 0.404
H 0.867 -7.112 1.543 0.378
H 2.139 -5.137 0.656 0.409
H 1.248 -2.920 0.876 -0.658
C 1.102 3.461 4.627 -1.442
C 2.246 2.532 4.222 0.481
C 2.226 1.291 5.112 -1.372
P 2.063 2.066 2.422 1.226
C 3.500 0.948 2.049 0.606
C 4.883 1.414 2.492 -1.781
C 3.270 -0.511 2.460 -1.177
C 2.586 3.637 1.534 0.392
C 3.408 4.659 2.319 -1.741
C 1.367 4.318 0.908 -1.106
H 1.210 3.777 5.671 0.506
H 0.147 2.936 4.532 -0.044
H 1.053 4.358 4.007 0.311
H 3.197 3.050 4.373 0.484
H 1.365 0.657 4.880 0.065
H 2.157 1.580 6.167 0.474
H 3.121 0.686 4.984 0.246
H 3.528 0.952 0.949 0.079
H 4.943 1.547 3.579 0.258
H 5.180 2.341 2.003 0.304
H 5.604 0.654 2.185 0.502
H 3.578 -0.690 3.494 0.291
H 3.870 -1.146 1.801 0.435
H 2.225 -0.814 2.363 -0.077
H 3.208 3.252 0.718 0.527
H 2.804 5.146 3.091 0.283
H 3.757 5.444 1.641 0.456
H 4.281 4.223 2.800 0.329
H 0.662 4.649 1.678 0.106
H 0.832 3.660 0.222 0.091
H 1.671 5.206 0.343 0.504
C -0.578 2.622 -4.093 -0.900
C 0.280 2.926 -2.877 0.205
O -0.505 2.979 -1.684 -0.416
H 0.019 2.663 -5.006 0.411
H -1.402 3.337 -4.170 0.323
H -0.988 1.611 -4.016 -0.088
H 0.747 3.908 -2.971 0.406
H 1.083 2.187 -2.792 -0.102
H -0.849 2.089 -1.514 0.225
C 2.573 -3.201 -6.147 -1.048
Ge 2.370 -1.288 -6.497 0.444
C 4.075 -0.374 -6.344 -0.907
C 1.701 -1.098 -8.357 -1.282
C 0.979 -0.492 -5.354 -0.846
Se 0.598 -1.543 -3.752 0.537
C -0.981 -2.425 -4.529 -1.180
H 3.353 -3.611 -6.792 0.377
H 1.644 -3.745 -6.333 0.298
H 2.879 -3.338 -5.109 0.249
H 4.774 -0.760 -7.090 0.317
H 4.482 -0.543 -5.344 0.195
H 3.945 0.700 -6.490 0.308
H 2.406 -1.530 -9.071 0.360
H 1.560 -0.045 -8.612 0.356
H 0.741 -1.609 -8.470 0.353
H 0.040 -0.352 -5.897 0.501
H 1.343 0.469 -4.996 0.089
H -0.713 -2.965 -5.437 0.303
H -1.772 -1.706 -4.752 0.219
H -1.348 -3.141 -3.792 0.352
```

Results
- Energy above the lowest of the compared OMol25 structures with the same formula, charge and spin: 39.1 kJ/mol
- Max |F|: 0.7 eV Å⁻¹
- Total charge: -2
- Calculated total energy: -11181.049765 Eh
- Gap between HOMO and LUMO: 3.303 eV

No. 2
Entry from the Open Molecules 2025 dataset: C41H63Br9O26 as an isolated structure at a distorted geometry (ωB97M-V/def2-TZVPD).

XYZ file:
```
139
Properties=species:S:1:pos:R:3:mulliken_charge:R:1
C 2.375 -22.037 1.368 -1.321
C 1.216 -21.118 1.804 0.366
C 1.586 -20.061 2.835 -0.416
O 1.106 -18.893 2.272 -0.306
C 0.686 -19.137 1.042 0.664
O 0.381 -18.259 0.261 -0.604
O 0.701 -20.390 0.701 -0.325
H 1.920 -22.835 0.782 0.328
H 2.893 -22.468 2.225 0.374
H 2.981 -21.473 0.659 0.359
H 0.328 -21.591 2.225 0.327
H 2.649 -20.029 3.073 0.270
H 1.031 -20.255 3.753 0.284
C -2.232 -25.886 -3.957 -1.354
C -3.129 -26.191 -2.729 0.345
C -2.430 -26.553 -1.483 -0.376
O -2.950 -25.666 -0.541 -0.311
C -3.652 -24.739 -1.109 0.719
O -4.143 -23.737 -0.571 -0.625
O -3.763 -25.036 -2.398 -0.352
H -2.840 -25.618 -4.822 0.341
H -1.609 -26.761 -4.145 0.384
H -1.670 -24.986 -3.710 0.340
H -3.915 -26.927 -2.895 0.292
H -1.364 -26.379 -1.633 0.279
H -2.635 -27.606 -1.290 0.317
C -3.747 -31.756 3.110 -1.302
C -5.313 -31.539 3.320 0.373
C -6.042 -32.895 3.497 -0.401
O -6.843 -32.658 4.657 -0.348
C -6.321 -31.593 5.353 0.671
O -6.585 -31.315 6.520 -0.566
O -5.558 -30.880 4.558 -0.334
H -3.176 -30.839 2.965 0.318
H -3.554 -32.253 2.159 0.377
H -3.418 -32.393 3.931 0.342
H -5.701 -31.032 2.436 0.292
H -5.357 -33.735 3.605 0.248
H -6.663 -33.097 2.624 0.328
C 0.594 -27.135 5.292 -1.392
C -0.845 -26.601 5.628 0.360
C -1.315 -27.108 6.937 -0.408
O -1.906 -25.943 7.464 -0.334
C -1.389 -24.869 6.865 0.682
O -1.512 -23.696 7.288 -0.612
O -0.698 -25.219 5.804 -0.300
H 0.480 -28.217 5.225 0.404
H 1.297 -26.804 6.057 0.350
H 0.969 -26.812 4.321 0.342
H -1.547 -26.865 4.837 0.313
H -0.553 -27.441 7.642 0.278
H -2.048 -27.888 6.731 0.316
C 2.523 -20.044 -5.627 -1.303
C 2.835 -19.053 -6.759 0.436
C 2.623 -17.611 -6.547 -0.391
O 3.884 -17.002 -6.571 -0.346
C 4.883 -17.923 -6.706 0.668
O 6.050 -17.647 -6.634 -0.528
O 4.305 -19.133 -6.880 -0.372
H 2.719 -21.092 -5.855 0.359
H 1.443 -19.953 -5.510 0.370
H 3.035 -19.857 -4.683 0.311
H 2.397 -19.299 -7.727 0.263
H 2.174 -17.407 -5.575 0.240
H 2.037 -17.117 -7.322 0.292
C -1.736 -22.912 -13.472 -1.408
C -1.598 -23.207 -11.985 0.400
C -2.201 -24.532 -11.602 -0.416
O -1.188 -25.264 -10.938 -0.292
C -0.127 -24.501 -10.852 0.666
O 0.875 -24.720 -10.146 -0.601
O -0.276 -23.434 -11.647 -0.346
H -1.403 -21.874 -13.504 0.358
H -2.778 -22.955 -13.789 0.388
H -1.029 -23.458 -14.097 0.348
H -1.906 -22.433 -11.283 0.326
H -2.589 -25.096 -12.451 0.308
H -3.049 -24.303 -10.957 0.266
C -9.292 -27.101 -4.446 -1.409
C -9.305 -27.617 -2.975 0.363
C -10.729 -28.014 -2.493 -0.360
O -10.544 -29.395 -2.198 -0.348
C -9.333 -29.856 -2.600 0.704
O -8.914 -30.966 -2.351 -0.591
O -8.630 -28.861 -3.033 -0.333
H -9.899 -27.713 -5.113 0.363
H -8.294 -27.091 -4.886 0.323
H -9.697 -26.102 -4.612 0.394
H -8.791 -26.947 -2.286 0.318
H -11.422 -27.826 -3.313 0.270
H -10.962 -27.394 -1.627 0.305
C 5.837 -31.865 2.621 -1.431
C 5.535 -30.731 1.679 0.500
C 6.345 -30.711 0.399 -0.426
O 5.375 -30.570 -0.604 -0.338
C 4.156 -30.596 -0.112 0.691
O 3.207 -30.352 -0.770 -0.547
O 4.210 -30.912 1.166 -0.364
H 6.819 -31.665 3.051 0.388
H 5.815 -32.832 2.120 0.366
H 5.112 -31.805 3.433 0.346
H 5.583 -29.786 2.220 0.250
H 7.020 -31.561 0.296 0.298
H 7.002 -29.842 0.381 0.268
C -10.562 -26.553 5.466 -1.070
C -9.303 -26.506 4.547 0.780
O -9.243 -27.247 3.581 -0.551
C -8.110 -25.745 5.042 -1.008
H -10.401 -26.871 6.496 0.316
H -11.350 -27.072 4.919 0.291
H -10.936 -25.562 5.727 0.351
H -7.160 -26.227 4.814 0.302
H -7.992 -25.713 6.125 0.325
H -8.146 -24.736 4.629 0.265
C -4.622 -20.549 -6.411 -1.004
C -5.701 -19.528 -5.907 0.736
O -5.581 -18.321 -6.050 -0.545
C -6.872 -20.054 -5.151 -0.947
H -4.888 -21.432 -6.992 0.330
H -4.027 -20.924 -5.578 0.270
H -3.991 -19.909 -7.028 0.295
H -6.706 -20.824 -4.397 0.311
H -7.538 -20.532 -5.868 0.263
H -7.267 -19.133 -4.721 0.294
C -4.335 -34.789 -4.319 -0.319
Br -3.216 -35.607 -5.724 -0.012
Br -3.392 -33.230 -3.622 -0.001
Br -4.884 -36.006 -2.842 -0.026
H -5.289 -34.387 -4.661 0.358
C -7.336 -29.998 -9.820 -0.332
Br -5.607 -29.738 -8.708 -0.009
Br -8.332 -31.567 -9.051 -0.014
Br -6.946 -30.175 -11.824 -0.026
H -7.987 -29.142 -9.638 0.382
C -6.864 -17.822 1.228 -0.328
Br -5.548 -18.195 2.654 0.011
Br -6.065 -16.732 -0.266 -0.007
Br -8.554 -16.970 2.010 -0.045
H -7.164 -18.774 0.789 0.369
```

Results
- Max |F|: 5.5 eV Å⁻¹
- Calculated total energy: -26722.331464 Eh
- Gap between HOMO and LUMO: 8.526 eV

Among the records above, which one has the lowest gap between HOMO and LUMO? C41H63AsGeO3P3RbS4Se